Entry 1:
ORCA calculation (ωB97M-V/def2-TZVPD) on a molecular structure, C23H26N9O7S2Tc.

Geometry as XYZ:
```
68
Properties=species:S:1:pos:R:3:forces:R:3
Tc 0.4008 -0.0083 -0.2486 0.2 0.2 -0.1
O -0.6819 1.0333 3.7176 0.1 0.0 0.0
C 0.1678 1.0170 2.8839 0.5 -0.3 0.2
O 0.5984 0.3649 1.9322 -0.3 0.0 0.0
C 1.5093 2.4159 3.1830 1.4 -0.6 1.2
O 1.0481 3.3692 2.6256 -0.4 0.7 -0.4
O 2.4633 2.0412 3.8383 -1.3 -0.1 -0.7
S 2.7896 -0.0592 -0.2389 -0.1 0.0 0.3
C 3.1758 -0.4517 -1.8826 -0.1 -0.2 -1.0
C 4.5243 -0.8780 -2.1975 1.5 -0.2 0.6
N 5.6482 -1.1833 -2.2780 -1.8 0.4 -0.1
C 2.2523 -0.3543 -2.8856 0.7 0.1 0.3
S 0.6271 0.1744 -2.5691 -0.3 0.0 0.0
C 2.6399 -0.6369 -4.2393 -0.5 0.1 1.5
N 2.9304 -0.9456 -5.2983 0.3 -0.2 -1.4
C -4.4760 1.2667 2.1217 0.2 -1.7 0.0
N -3.8457 0.4406 1.0704 0.3 -0.4 -0.2
C -4.5342 -0.4367 0.2425 -1.1 1.2 1.1
C -3.9731 -0.9899 -0.8180 0.2 -1.0 -0.5
C -2.5486 -0.8014 -1.0423 0.3 0.6 0.3
O -2.0451 -1.3337 -2.0189 0.7 -0.5 -0.3
N -1.8099 0.0014 -0.1688 -0.8 -0.1 0.6
C -2.4862 0.7404 0.8084 0.2 1.0 -0.8
O -2.0152 1.7321 1.3768 -0.2 -1.2 -0.4
H -5.4403 0.7966 2.3843 0.4 0.3 -0.1
H -4.6006 2.2698 1.7906 -0.2 0.8 -0.3
H -3.7962 1.2899 2.9797 -0.3 -0.1 -0.1
H -5.6069 -0.5533 0.4555 0.6 0.0 0.1
H -4.4667 -1.7049 -1.5016 0.2 0.7 0.6
C 0.1946 -5.3085 -2.6467 -1.2 -1.3 0.6
C -0.1474 -3.9277 -3.0768 1.3 1.2 0.1
N 0.3688 -2.9589 -2.0680 0.0 -2.5 0.7
C 0.3652 -3.2170 -0.7164 -0.3 0.0 -0.4
N 0.4657 -2.2135 0.1389 -0.1 0.0 -0.8
C 0.5579 -2.5558 1.5565 0.8 0.8 0.3
C 1.1902 -3.8883 1.8009 0.3 -0.8 -0.3
C 0.3855 -4.9313 1.0549 -0.5 0.8 0.2
N 0.2739 -4.5587 -0.3431 0.4 1.6 0.2
C -0.3175 -5.5220 -1.2377 0.6 -0.3 0.7
H 1.2617 -5.4766 -2.5833 0.3 -0.1 -0.5
H -0.3487 -6.0432 -3.2811 0.8 0.3 0.1
H -1.2195 -3.7996 -3.1883 -0.2 0.1 -0.2
H 0.3903 -3.7286 -4.0317 -0.6 0.2 0.5
H 0.1302 -2.0278 -2.2552 -0.4 1.7 -0.4
H -0.4167 -2.5621 1.9942 -1.0 0.1 0.3
H 1.1143 -1.7700 2.0990 -0.2 -0.4 -0.5
H 1.2091 -4.1401 2.8604 0.0 0.1 0.1
H 2.2081 -3.9117 1.4288 0.3 0.2 0.0
H -0.5953 -4.9523 1.5673 0.0 -0.4 -0.4
H 0.8421 -5.9052 1.0711 0.2 -0.5 0.3
H -1.3904 -5.5105 -1.1347 -0.8 0.2 -0.3
H -0.0265 -6.4903 -0.8246 0.2 -0.2 -0.3
N 0.3106 2.1386 -0.2942 0.4 0.5 0.1
C 0.5105 3.2675 -0.1118 -0.1 -1.8 -0.5
N 0.6847 4.5321 0.0791 0.4 1.4 -0.3
C -0.3214 5.2502 0.8583 0.3 -0.2 0.4
C 0.3493 6.3420 1.6863 0.6 -1.0 0.0
O 1.1925 7.1324 0.8428 -0.6 0.7 0.4
C 2.2718 6.3774 0.3906 0.2 -1.2 -0.2
C 1.7773 5.3173 -0.5708 -1.3 -0.4 -0.6
H -0.8310 4.4971 1.4665 0.1 0.3 0.1
H -1.0489 5.7211 0.2079 -0.2 0.1 -0.4
H 0.9887 5.8977 2.4898 -0.7 0.3 -0.4
H -0.4619 6.9434 2.0716 0.2 0.5 0.3
H 2.8046 5.9061 1.2130 0.1 0.0 0.3
H 2.9511 6.9954 -0.1652 0.3 0.6 -0.1
H 2.5041 4.5825 -0.9238 0.2 0.3 0.2
H 1.3738 5.8824 -1.4470 0.1 -0.6 0.4
```
Positions in Å, forces in eV/Å.

The spin multiplicity is 4. For the lowest unoccupied orbital energy (spin up / spin down), the calculation gives 0.089 / 0.075 Eh. The HOMO energy (spin up / spin down) comes out at -4.37 / -4.84 eV. The expectation value of S² is 3.768. As for the charge: -1.



Entry 2:
ORCA calculation (ωB97M-V/def2-TZVPD) on a molecular structure, C23H27AsClIOPSc.

Geometry as XYZ:
```
56
Properties=species:S:1:pos:R:3:forces:R:3
C 1.3588 -1.2677 -2.1294 -0.4 -0.8 2.5
I 2.5213 1.1937 -1.4814 1.4 1.1 -0.6
H 0.5867 -0.4820 -1.8207 1.8 -0.9 -1.0
H 1.3519 -1.9219 -1.1700 0.2 0.3 -2.2
H 1.0469 -1.7130 -3.0217 -0.8 -1.6 -1.0
Sc -2.4133 0.5706 -0.9234 1.1 -0.6 -0.1
P -0.4305 0.6137 -3.9889 -0.5 0.6 -1.2
C 1.0498 1.0280 -5.0165 1.1 0.1 0.7
C -0.8665 -0.8579 -4.9759 0.3 -1.2 1.1
H -2.5369 1.8041 -4.2057 0.2 0.0 -0.5
H -1.6600 1.7466 -5.7828 -0.1 0.1 0.0
H -1.1458 2.8758 -4.4632 -0.2 -0.6 -0.3
C -1.5528 1.8681 -4.7072 -0.3 0.7 0.9
H -1.7691 -1.3186 -4.5664 0.0 0.0 -0.3
H -0.9805 -0.6260 -6.0283 -0.1 0.1 -0.1
H 0.8156 0.9826 -6.0918 -0.2 0.0 0.4
H 1.8733 0.3142 -4.8201 -0.4 0.3 -0.1
H -0.0459 -1.6120 -4.8562 -0.7 0.6 -0.3
H 1.4498 2.0243 -4.7791 -0.2 -0.3 -0.1
C 2.7710 -0.8120 -2.4324 -1.8 1.2 0.7
O 3.6732 -1.2018 -3.0509 -0.1 -0.1 0.3
Cl -3.5551 -0.9020 -2.1749 0.4 0.5 0.7
C 2.4272 2.8206 3.9022 0.8 1.1 0.6
C 2.9607 2.5242 2.6510 -1.0 -0.4 0.5
C 2.1994 1.7429 1.7839 0.9 -0.1 -0.9
C 0.9294 1.2674 2.0672 -0.6 1.2 1.4
C 0.3931 1.5941 3.3444 1.3 0.5 0.1
C 1.1674 2.3802 4.2667 -1.4 -0.9 -0.4
As -0.0220 0.1134 0.7694 -0.1 -0.6 1.8
C 0.7180 -1.5705 1.6109 0.8 -0.4 -0.6
C 1.9540 -2.0320 1.1017 0.0 0.5 -0.7
C 2.5801 -3.1775 1.6024 -0.7 0.2 0.8
C 1.9711 -3.8424 2.6907 0.3 0.4 -0.9
C 0.7908 -3.3538 3.2424 0.3 -0.7 0.6
C 0.1939 -2.2165 2.7289 -0.4 0.6 -0.5
C -1.9264 0.2324 1.4838 0.8 2.4 -0.6
C -2.7497 -0.8509 1.7076 3.0 -1.4 -0.5
C -3.9830 -0.6766 2.1955 -4.0 -0.5 1.1
C -4.5173 0.5959 2.3773 0.7 0.4 -0.5
C -3.7540 1.7442 2.0891 -0.4 0.2 -0.2
C -2.4612 1.5901 1.6074 1.5 -1.1 0.1
H 3.0093 3.4703 4.6011 -0.6 -0.7 -0.6
H 3.9413 2.8820 2.3746 0.0 -0.1 -0.1
H 2.6607 1.4763 0.8375 -0.1 0.2 0.7
H -0.5649 1.2151 3.6543 -0.3 0.0 0.1
H 0.7420 2.6398 5.2695 0.4 -0.4 -1.1
H 2.4483 -1.4470 0.2970 -0.3 -0.6 0.7
H 3.5210 -3.5422 1.1809 -0.4 0.2 0.2
H 2.4447 -4.7282 3.0868 -0.1 -0.1 0.1
H 0.3483 -3.8871 4.1069 0.3 0.6 -0.6
H -0.6627 -1.7951 3.2204 -0.4 -0.1 0.2
H -2.2647 -1.8396 1.6634 -0.6 0.3 -0.2
H -4.6381 -1.5567 2.4396 0.8 0.9 -0.2
H -5.5173 0.7317 2.7127 -0.6 -0.1 0.4
H -4.1584 2.7545 2.2449 0.1 -0.6 0.0
H -1.7229 2.4344 1.5749 -0.9 -0.6 -0.2
```
Positions in Å, forces in eV/Å.

The spin multiplicity is 1. For the lowest unoccupied orbital energy, the calculation gives -0.315 Eh. The HOMO energy comes out at -14.32 eV. As for the energy above the lowest of the compared OMol25 structures with the same formula, charge and spin: 14.4 kcal per mole. As for the charge: +2.



Entry 3:
ORCA calculation (ωB97M-V/def2-TZVPD) on a molecular structure, C23H27Br4F2N4O6.

Geometry as XYZ:
```
66
Properties=species:S:1:pos:R:3:forces:R:3
C -0.5036 0.0286 4.0090 1.5 -0.4 0.4
C 0.3658 -0.9659 3.0605 -2.3 -2.5 1.7
O 0.0748 -2.1877 3.0333 1.9 4.9 -0.8
O 1.4509 -0.3512 2.3504 -2.2 -0.9 -0.9
C 1.5660 -0.8514 1.0018 1.5 -0.7 -1.2
C 1.6557 0.2907 -0.1256 -0.7 3.3 -2.7
C 2.1044 1.7844 0.1457 -1.9 -0.5 -2.6
O 2.4603 2.2445 1.4646 -4.0 0.8 -0.5
C 1.2304 2.7273 2.0467 -3.1 -1.2 0.7
N 0.0939 2.8635 2.4613 6.4 -0.4 -2.3
C 2.1782 2.8706 -1.0123 -2.3 -2.7 -0.6
C 2.5899 4.4084 -0.6961 -0.6 -0.9 -1.1
C 1.3680 5.2451 -0.0577 0.3 1.8 5.1
O 1.5351 5.6931 1.1089 -1.1 -2.0 -5.9
F 0.1198 5.4754 -0.7053 3.3 -1.0 0.8
C 1.8196 2.3661 -2.4443 -0.3 0.5 2.2
O 1.9039 3.3317 -3.5128 2.1 -2.8 3.3
N 0.6369 3.6014 -3.9998 -2.8 3.4 -1.4
O 0.5585 4.7475 -4.3037 0.4 -3.0 0.5
N 1.4090 0.9865 -2.6953 0.9 1.9 3.9
F 1.1384 0.6967 -3.9941 0.1 -0.1 1.1
C 1.2982 -0.0347 -1.6333 0.4 0.8 1.6
C 0.8487 -1.5002 -2.0482 1.1 -0.1 -0.5
C -0.5937 -1.9950 -1.5722 -0.7 -0.4 0.1
C -1.5484 -0.9422 -0.8427 -1.6 -0.4 0.3
C -2.7096 -0.3205 -1.8135 0.2 -0.8 0.8
N -3.8713 0.1583 -0.9735 -2.4 0.6 0.6
C -3.8704 0.8235 0.3205 -4.6 0.0 -0.2
C -5.3799 1.0659 0.7155 1.6 -1.7 -3.2
C -6.2864 0.5073 -0.4402 6.1 -0.3 -0.3
C -5.2314 -0.0229 -1.4556 -2.1 1.4 3.0
H -0.8818 -0.6130 4.8839 0.4 0.9 -1.6
H 0.2044 0.8157 4.4855 -1.3 -1.1 -1.1
H -1.3727 0.5062 3.4359 1.4 -0.7 0.8
H 2.5755 -1.4259 0.9488 -1.6 0.9 -0.1
H 0.7553 -1.5980 0.6960 0.9 1.1 0.7
H 3.4556 4.3786 0.0733 -1.7 0.2 -1.2
H 2.9436 4.9113 -1.6785 -0.6 -0.9 1.6
H 0.9424 -1.6339 -3.1917 -0.1 0.5 1.9
H 1.6353 -2.2307 -1.6024 -1.2 1.4 -0.7
H -1.1555 -2.4113 -2.4992 1.0 0.8 1.6
H -0.4520 -2.9066 -0.8712 -0.2 1.6 -1.1
H -1.0361 -0.1034 -0.2586 -0.5 -1.2 -1.0
H -2.1509 -1.5432 -0.0494 1.1 1.1 -1.3
H -3.1520 -1.1960 -2.4349 0.9 1.7 0.9
H -2.3040 0.5170 -2.4789 -0.6 -1.1 0.8
H -2.9486 1.1148 0.9410 -1.6 -0.7 -1.4
H -5.8017 1.5430 1.6696 1.1 -0.8 -1.7
H -7.4242 0.4644 -0.5565 2.1 0.1 0.3
H -5.5302 -0.4957 -2.4582 1.1 0.8 1.7
Br 4.1470 1.3035 -1.1949 3.9 -0.9 -0.9
C 5.7047 0.4157 -1.9742 0.2 -0.1 0.0
C 6.2292 -0.6691 -1.0649 0.4 0.0 0.1
Br 7.2344 0.0839 0.4245 -0.2 0.0 -0.1
H 6.4399 1.1925 -2.1880 0.0 -0.2 0.1
H 5.3478 -0.0094 -2.9149 0.0 0.0 0.1
H 6.9401 -1.3053 -1.5952 -0.1 0.1 0.0
H 5.4425 -1.2911 -0.6358 0.1 0.1 -0.1
Br -4.1801 -3.7022 4.4292 0.0 0.0 -0.1
C -3.7030 -5.2794 3.3884 -0.1 0.1 0.3
C -2.3015 -5.1704 2.8412 0.1 -0.2 -0.1
Br -2.2335 -3.9706 1.3063 0.0 0.0 0.0
H -4.4616 -5.3904 2.6131 0.2 0.0 0.1
H -3.7787 -6.1146 4.0869 0.1 0.1 -0.1
H -1.9599 -6.1355 2.4625 -0.1 0.1 0.0
H -1.5812 -4.7958 3.5694 -0.2 0.0 -0.1
```
Positions in Å, forces in eV/Å.

The spin multiplicity is 1. For the lowest unoccupied orbital energy, the calculation gives -0.199 Eh. The HOMO energy comes out at -9.70 eV. As for the energy above the lowest of the compared OMol25 structures with the same formula, charge and spin: 167.5 kcal per mole. As for the charge: +1.



Entry 4:
ORCA calculation (ωB97M-V/def2-TZVPD) on a molecular structure, C23H27BrCrN3O4P2.

Geometry as XYZ:
```
61
Properties=species:S:1:pos:R:3:forces:R:3
Cr 0.6568 0.7597 0.5017 0.1 0.0 0.0
C -1.2016 -2.5206 0.1654 0.0 0.0 0.0
P -0.2448 -1.3323 -0.8276 0.0 0.0 0.0
C -1.1557 -1.2940 -2.4110 0.0 0.0 0.0
C 1.2953 -2.2154 -1.2704 0.0 0.0 0.0
C 1.2662 -3.5760 -1.5693 0.0 0.0 0.0
C 2.4231 -4.2609 -1.9014 0.0 0.0 0.0
C 3.6340 -3.5861 -1.9426 0.0 0.0 0.0
C 3.6787 -2.2317 -1.6566 0.0 0.0 0.0
C 2.5210 -1.5320 -1.3192 0.0 0.0 0.0
P 2.5961 0.2612 -0.9757 0.0 0.0 0.0
C 4.2951 0.5813 -0.4169 0.0 0.0 0.0
C 2.5412 1.0192 -2.6335 0.0 0.0 0.0
H -1.4409 -3.4362 -0.3752 0.0 0.0 0.0
H -2.1306 -2.0312 0.4620 0.0 0.0 0.0
H -0.6409 -2.7699 1.0667 0.0 0.0 0.0
H -1.2640 -2.2958 -2.8288 0.0 0.0 0.0
H -0.6252 -0.6712 -3.1319 0.0 0.0 0.0
H -2.1448 -0.8648 -2.2447 0.0 0.0 0.0
H 0.3278 -4.1156 -1.5389 0.0 0.0 0.0
H 2.3804 -5.3185 -2.1246 0.0 0.0 0.0
H 4.5439 -4.1133 -2.1962 0.0 0.0 0.0
H 4.6333 -1.7238 -1.6942 0.0 0.0 0.0
H 5.0374 0.3280 -1.1729 0.0 0.0 0.0
H 4.4930 0.0179 0.4944 0.0 0.0 0.0
H 4.3869 1.6435 -0.1888 0.0 0.0 0.0
H 3.3064 0.5929 -3.2828 0.0 0.0 0.0
H 2.7016 2.0952 -2.5520 0.0 0.0 0.0
H 1.5623 0.8514 -3.0833 0.0 0.0 0.0
Br 0.7680 -3.6311 6.5249 0.0 0.0 0.0
C 0.1586 -1.9841 5.8450 0.0 0.0 0.0
C -0.6068 -1.1445 6.6485 0.0 0.0 0.0
N -1.0717 0.0279 6.2332 0.0 0.0 0.0
C -0.7983 0.4004 4.9884 0.0 0.0 0.0
C -0.0388 -0.3739 4.1203 0.0 0.0 0.0
C 0.4622 -1.5946 4.5577 0.1 0.1 0.0
C 0.2423 0.0907 2.7480 0.0 0.0 0.0
O -0.4670 0.9924 2.2016 0.1 0.0 0.0
O 1.1983 -0.4176 2.0748 -0.1 0.0 0.0
H -0.8475 -1.4376 7.6635 0.0 0.0 0.0
H -1.1895 1.3552 4.6593 0.0 0.0 0.0
H 1.0722 -2.2040 3.9049 0.0 0.0 0.0
O -3.7582 0.1829 -0.4092 0.0 0.0 0.0
C -4.2989 1.4885 -0.2546 0.0 0.0 0.0
N -4.4591 2.1963 -1.4943 0.0 0.0 0.0
C -3.5751 3.0138 -2.1413 0.0 0.0 0.0
O -3.8908 3.6215 -3.1409 0.0 0.0 0.0
C -2.1826 3.1859 -1.5934 0.0 0.0 0.0
C -1.5775 4.4262 -1.7722 0.0 0.0 0.0
C -0.2804 4.6164 -1.3312 0.0 0.0 0.0
C 0.3826 3.5549 -0.7436 0.0 0.0 0.0
N -0.1793 2.3507 -0.5963 0.0 0.0 0.0
C -1.4412 2.1739 -1.0137 0.0 0.0 0.0
H -4.4436 -0.3991 -0.7551 0.0 0.0 0.0
H -3.6132 2.0217 0.3986 0.0 0.0 0.0
H -5.2705 1.4404 0.2360 0.0 0.0 0.0
H -5.3550 2.1576 -1.9586 0.0 0.0 0.0
H -2.1339 5.2164 -2.2587 0.0 0.0 0.0
H 0.2169 5.5695 -1.4379 0.0 0.0 0.0
H 1.3958 3.6617 -0.3760 0.0 0.0 0.0
H -1.8500 1.1806 -0.8796 0.0 0.0 0.0
```
Positions in Å, forces in eV/Å.

The spin multiplicity is 5. For the lowest unoccupied orbital energy (spin up / spin down), the calculation gives -0.102 / -0.108 Eh. The HOMO energy (spin up / spin down) comes out at -10.57 / -11.50 eV. The expectation value of S² is 6.017. As for the charge: +1.



Number 1: maximum force 2.56 eV/Å. Number 2: maximum force 4.14 eV/Å. Number 3: maximum force 6.80 eV/Å. Number 4: maximum force 0.09 eV/Å.